(1)
ORCA calculation (ωB97M-V/def2-TZVPD) on a cluster of 2 separate species, HNO3S in total.

Geometry as ORCA input:
```
! wB97M-V def2-TZVPD RIJCOSX def2/J DEFGRID3
* xyz 0 1
N 1.14 0.15 0.20
O 2.13 -0.21 0.69
O 0.62 1.11 -0.22
O -0.46 -1.18 -0.08
S -1.35 -0.23 -0.81
H -2.08 0.36 0.21
*
```

Results
ΔE to the lowest compared entry with this formula, charge and spin in eV: 2.290
Electronic energy in eV: -18478.37402
Frontier orbital gap (alpha / beta) in eV: 8.4 / 8.3
Maximum force in eV Å⁻¹: 2.19

List of Löwdin charges in e, atom by atom: N -0.3090; O 0.1518; O 0.0037; O -0.6085; S 0.8379; H -0.0759


(2)
ORCA calculation (ωB97M-V/def2-TZVPD) on an isolated molecule of HNO3S.

Geometry as ORCA input:
```
! wB97M-V def2-TZVPD RIJCOSX def2/J DEFGRID3
* xyz 0 1
O -2.12 0.77 0.47
S -0.93 -0.05 0.20
O -0.98 -1.47 0.21
N 0.41 0.65 -0.13
O 1.45 -0.25 -0.27
H 2.17 0.36 -0.47
*
```

Results
Structure (SMILES): O=S(=O)=NO
ΔE to the lowest compared entry with this formula, charge and spin in eV: 0.561
Electronic energy in eV: -18480.10262
Frontier orbital gap in eV: 10.2
Maximum force in eV Å⁻¹: 2.73

List of Löwdin charges in e, atom by atom: O -0.2924; S 0.7978; O -0.2693; N -0.2480; O -0.0981; H 0.1101


(3)
ORCA calculation (ωB97M-V/def2-TZVPD) on an isolated molecule of HNO4S.

Geometry as ORCA input:
```
! wB97M-V def2-TZVPD RIJCOSX def2/J DEFGRID3
* xyz 0 3
N -1.17 -1.60 0.33
O -0.26 -2.23 0.75
O -0.94 -0.35 -1.68
O 0.89 1.68 0.68
O 0.76 0.38 0.00
S -0.90 0.06 -0.28
H 1.62 2.05 0.18
*
```

Results
Expectation value of S²: 2.01
ΔE to the lowest compared entry with this formula, charge and spin in eV: 1.947
Electronic energy in eV: -20524.02656
Frontier orbital gap (alpha / beta) in eV: 9.3 / 9.1
Maximum force in eV Å⁻¹: 2.36

Löwdin population analysis, charges in e, atoms 1 to 6: N -0.2501; O -0.0104; O -0.4166; O -0.0625; O -0.3612; S 1.0081


(4)
ORCA calculation (ωB97M-V/def2-TZVPD) on an isolated molecule of HNO5.

Geometry as ORCA input:
```
! wB97M-V def2-TZVPD RIJCOSX def2/J DEFGRID3
* xyz 0 1
O 1.98 1.37 -0.18
N 1.22 0.46 -0.28
O 1.26 -0.69 -0.45
O -0.24 0.94 -0.12
O -0.96 -0.18 -0.39
O -1.16 -0.96 0.63
H -2.10 -0.94 0.80
*
```

Results
Structure (SMILES): O=[N+]([O-])OOO
ΔE to the lowest compared entry with this formula, charge and spin in eV: 0.204
Electronic energy in eV: -11734.24779
Frontier orbital gap in eV: 11.3
Maximum force in eV Å⁻¹: 5.20

Löwdin population analysis, charges in e, atoms 1 to 6: O 0.1555; N -0.3546; O 0.1816; O 0.0329; O -0.1596; O 0.0264


(5)
ORCA calculation (ωB97M-V/def2-TZVPD) on a structure of composition HNOS2.

Geometry as ORCA input:
```
! wB97M-V def2-TZVPD RIJCOSX def2/J DEFGRID3
* xyz 0 1
N -0.42 -0.07 -0.55
O -0.07 1.10 0.19
S 0.48 -1.28 0.43
S 1.49 0.60 0.50
H -1.48 -0.35 -0.57
*
```

Results
ΔE to the lowest compared entry with this formula, charge and spin in eV: 2.063
Electronic energy in eV: -25219.83009
Frontier orbital gap in eV: 7.4
Maximum force in eV Å⁻¹: 3.20

List of Löwdin charges in e, atom by atom: N -0.5009; O -0.6710; S 0.4825; S 0.5780; H 0.1114


(6)
ORCA calculation (ωB97M-V/def2-TZVPD) on a cluster of 2 separate species, HO2P in total.

Geometry as ORCA input:
```
! wB97M-V def2-TZVPD RIJCOSX def2/J DEFGRID3
* xyz 0 1
O -1.27 -0.42 0.00
O 2.07 0.98 -0.02
P 1.54 -0.32 0.02
H -2.34 -0.24 0.00
*
```

Results
ΔE to the lowest compared entry with this formula, charge and spin in eV: 4.211
Electronic energy in eV: -13396.00677
Frontier orbital gap (alpha / beta) in eV: 10.3 / 5.3
Maximum force in eV Å⁻¹: 4.75

List of Löwdin charges in e, atom by atom: O -0.3743; O -0.5526; P 0.8708; H 0.0561


Copy entry 4 word for word.
ORCA calculation (ωB97M-V/def2-TZVPD) on an isolated molecule of HNO5.

Geometry as ORCA input:
```
! wB97M-V def2-TZVPD RIJCOSX def2/J DEFGRID3
* xyz 0 1
O 1.98 1.37 -0.18
N 1.22 0.46 -0.28
O 1.26 -0.69 -0.45
O -0.24 0.94 -0.12
O -0.96 -0.18 -0.39
O -1.16 -0.96 0.63
H -2.10 -0.94 0.80
*
```

Results
Structure (SMILES): O=[N+]([O-])OOO
ΔE to the lowest compared entry with this formula, charge and spin in eV: 0.204
Electronic energy in eV: -11734.24779
Frontier orbital gap in eV: 11.3
Maximum force in eV Å⁻¹: 5.20

Löwdin population analysis, charges in e, atoms 1 to 6: O 0.1555; N -0.3546; O 0.1816; O 0.0329; O -0.1596; O 0.0264


Question: Among the records above, which one has the highest electronic energy?
Answer: HNO5